No. 1
Entry from the Open Molecules 2025 dataset: C9H16MgOP as an isolated structure (ωB97M-V with the def2-TZVPD basis set).

Each line ends with the natural charge from an NBO analysis.
Element x y z (Å)
C  -0.13  0.03  -2.12  -0.41
C  -0.84  -1.11  -2.56  -0.35
C  -0.09  -2.27  -2.23  -0.37
C  1.12  -1.87  -1.59  -0.36
C  1.14  -0.46  -1.52  -0.38
Mg  0.38  2.57  0.60  0.22
P  -1.41  3.62  -0.73  -0.20
H  -0.42  1.07  -2.23  0.17
H  -1.80  -1.11  -3.07  0.18
H  -0.38  -3.30  -2.42  0.18
H  1.96  0.18  -1.17  0.18
H  1.91  -2.53  -1.24  0.18
H  -2.78  3.39  -0.36  0.00
H  -1.49  3.35  -2.14  0.02
H  -1.39  5.06  -0.77  0.04
C  1.00  -1.32  2.03  -0.44
C  -0.51  -1.07  2.20  -0.42
C  -0.84  0.14  1.34  -0.11
O  0.48  0.87  1.22  -0.78
C  1.62  0.03  1.74  -0.06
H  1.44  -1.77  2.92  0.21
H  1.17  -1.99  1.18  0.25
H  -0.72  -0.79  3.24  0.19
H  -1.11  -1.95  1.96  0.23
H  -1.17  -0.14  0.33  0.23
H  -1.56  0.82  1.80  0.19
H  2.01  0.53  2.63  0.19
H  2.40  0.01  0.97  0.22

E_HOMO, eV: -1.3
HOMO-LUMO gap, eV: 4.3
Energy, eV: -26369.857
F_max, eV/A: 3.7
LUMO energy, eV: 2.963
Energy relative to the best compared isomer or geometry (same formula, charge and spin), kJ/mol: 0.00
Charge: -1

---

No. 2
Entry from the Open Molecules 2025 dataset: a 2-piece molecular cluster, C5H9FN4O5 overall (ωB97M-V with the def2-TZVPD basis set).

Each line ends with the Löwdin spin population.
Element x y z (Å)
C  1.53  0.33  1.21  0.13
C  0.41  2.08  -0.17  0.06
C  -1.80  -2.32  0.20  0.00
C  0.48  1.12  0.94  0.39
C  -1.39  -1.40  -0.95  0.06
N  2.74  0.22  0.47  0.18
N  -2.19  -0.88  -1.77  0.21
N  -0.91  2.77  -0.35  0.00
N  0.06  -1.39  -1.20  0.29
O  1.55  -0.51  2.28  0.07
O  -1.89  2.29  0.14  0.00
O  -0.93  3.63  -1.20  0.01
O  0.75  -2.33  -0.75  0.29
O  0.55  -0.46  -1.81  0.25
F  -1.34  -1.94  1.45  0.00
H  0.64  1.73  -1.15  0.01
H  1.15  2.80  0.10  0.02
H  -2.97  -2.27  0.33  0.00
H  -1.36  -3.43  0.00  0.00
H  -0.33  0.98  1.64  0.01
H  2.83  0.17  -0.57  0.01
H  3.41  -0.44  0.83  0.00
H  0.81  -0.29  2.91  0.00
H  -1.79  -0.46  -2.59  0.01

<S²>: 2.019
E_HOMO (alpha / beta), eV: -5.7 / -8.5
HOMO-LUMO gap (alpha / beta), eV: 5.4 / 4.2
Energy, eV: -24235.729
2S+1: 3
F_max, eV/A: 6.6
LUMO energy (alpha / beta), eV: -0.262 / -4.373

---

No. 3
Entry from the Open Molecules 2025 dataset: C41H47Br2N4PTi as an isolated structure (ωB97M-V with the def2-TZVPD basis set).

Each line ends with the Löwdin spin population.
Element x y z (Å)
Ti  0.10  0.32  -0.07  0.78
C  1.38  -2.98  3.51  0.00
C  -0.01  -3.20  4.03  0.00
C  -0.21  -3.96  5.17  0.00
C  -1.49  -4.18  5.67  0.00
C  -2.58  -3.65  5.01  0.00
C  -2.40  -2.89  3.88  0.00
C  -1.12  -2.64  3.38  0.00
P  -0.96  -1.57  1.88  0.01
C  -2.32  -0.43  2.36  0.00
C  -3.48  -0.31  1.60  0.00
C  -4.45  0.63  1.93  0.00
C  -4.28  1.43  3.05  0.00
C  -3.15  1.27  3.84  0.00
C  -2.16  0.36  3.51  0.00
C  -0.97  0.22  4.41  0.00
C  -1.63  -2.72  0.62  0.00
C  -1.96  -4.04  0.91  0.00
C  -2.21  -4.94  -0.11  0.00
C  -2.07  -4.55  -1.43  0.00
C  -1.74  -3.24  -1.73  0.00
C  -1.53  -2.30  -0.72  0.00
C  -1.31  -0.87  -1.05  -0.02
H  2.08  -3.64  4.02  0.00
H  1.70  -1.95  3.70  0.00
H  1.43  -3.17  2.44  0.00
H  0.64  -4.39  5.68  0.00
H  -1.62  -4.77  6.56  0.00
H  -3.58  -3.83  5.38  0.00
H  -3.26  -2.48  3.36  0.00
H  -3.65  -0.97  0.76  0.00
H  -5.33  0.74  1.32  0.00
H  -5.01  2.17  3.31  0.00
H  -3.04  1.87  4.73  0.00
H  -0.69  1.18  4.83  0.00
H  -0.12  -0.20  3.88  0.00
H  -1.22  -0.44  5.24  0.00
H  -2.03  -4.37  1.93  0.00
H  -2.49  -5.96  0.13  0.00
H  -2.24  -5.26  -2.23  0.00
H  -1.66  -2.93  -2.76  0.00
H  -2.25  -0.32  -0.87  0.00
H  -1.08  -0.78  -2.12  0.00
Br  5.01  0.59  4.51  0.00
C  3.62  0.44  3.22  0.01
C  3.65  -0.61  2.28  0.00
C  2.63  -0.69  1.38  0.01
N  1.62  0.18  1.30  0.02
C  1.57  1.21  2.22  0.02
C  2.59  1.34  3.19  0.00
C  0.41  2.05  2.15  0.04
C  0.18  3.14  3.01  0.00
C  -1.00  3.83  2.91  0.03
Br  -1.41  5.24  4.11  0.01
C  -1.94  3.48  1.92  -0.01
C  -1.65  2.42  1.10  0.03
N  -0.52  1.70  1.20  0.00
H  4.45  -1.33  2.29  0.00
H  2.60  -1.52  0.66  0.00
H  2.55  2.14  3.91  0.00
H  0.92  3.43  3.74  0.00
H  -2.86  4.03  1.83  0.00
H  -2.34  2.13  0.31  0.00
C  2.65  -0.50  -4.22  0.00
C  2.68  -1.59  -3.13  0.00
C  2.23  -2.92  -3.73  0.00
C  4.10  -1.71  -2.55  0.00
N  1.69  -1.24  -2.09  0.00
N  1.88  0.03  -1.47  0.00
H  3.11  -0.88  -5.12  0.00
H  3.19  0.39  -3.91  0.00
H  1.61  -0.24  -4.44  0.00
H  2.90  -3.21  -4.53  0.00
H  1.23  -2.83  -4.13  0.00
H  2.24  -3.71  -2.98  0.00
H  4.80  -1.95  -3.35  0.00
H  4.15  -2.51  -1.81  0.00
H  4.43  -0.78  -2.10  0.00
H  1.70  -1.97  -1.38  0.00
H  1.68  0.74  -2.19  0.00
H  2.86  0.17  -1.16  0.00
C  -2.95  2.61  -3.49  0.00
C  -1.60  3.30  -3.22  0.00
C  -0.83  3.44  -4.53  0.00
C  -1.84  4.68  -2.59  0.00
C  -0.86  2.45  -2.27  0.03
C  -0.30  1.74  -1.47  0.00
H  -3.53  3.22  -4.18  0.00
H  -3.51  2.48  -2.57  0.00
H  -2.79  1.63  -3.94  0.00
H  -1.39  4.08  -5.21  0.00
H  -0.68  2.47  -5.00  0.00
H  0.15  3.90  -4.36  0.00
H  -2.39  5.30  -3.30  0.00
H  -0.90  5.17  -2.36  0.00
H  -2.42  4.60  -1.68  0.00

<S²>: 0.760
E_HOMO (alpha / beta), eV: -9.5 / -10.5
HOMO-LUMO gap (alpha / beta), eV: 5.6 / 6.5
Energy, eV: -221723.256
2S+1: 2
F_max, eV/A: 3.0
LUMO energy (alpha / beta), eV: -3.892 / -4.026
Energy relative to the best compared isomer or geometry (same formula, charge and spin), kJ/mol: 124.87
Charge: +1

---

Among the records above, which one has the lowest F_max? C41H47Br2N4PTi

---

What is the formula in the second record? C5H9FN4O5

---

Which of these has the highest F_max? C5H9FN4O5

---

Repeat the second record exactly.
Entry from the Open Molecules 2025 dataset: a 2-piece molecular cluster, C5H9FN4O5 overall (ωB97M-V with the def2-TZVPD basis set).

Each line ends with the Löwdin spin population.
Element x y z (Å)
C  1.53  0.33  1.21  0.13
C  0.41  2.08  -0.17  0.06
C  -1.80  -2.32  0.20  0.00
C  0.48  1.12  0.94  0.39
C  -1.39  -1.40  -0.95  0.06
N  2.74  0.22  0.47  0.18
N  -2.19  -0.88  -1.77  0.21
N  -0.91  2.77  -0.35  0.00
N  0.06  -1.39  -1.20  0.29
O  1.55  -0.51  2.28  0.07
O  -1.89  2.29  0.14  0.00
O  -0.93  3.63  -1.20  0.01
O  0.75  -2.33  -0.75  0.29
O  0.55  -0.46  -1.81  0.25
F  -1.34  -1.94  1.45  0.00
H  0.64  1.73  -1.15  0.01
H  1.15  2.80  0.10  0.02
H  -2.97  -2.27  0.33  0.00
H  -1.36  -3.43  0.00  0.00
H  -0.33  0.98  1.64  0.01
H  2.83  0.17  -0.57  0.01
H  3.41  -0.44  0.83  0.00
H  0.81  -0.29  2.91  0.00
H  -1.79  -0.46  -2.59  0.01

<S²>: 2.019
E_HOMO (alpha / beta), eV: -5.7 / -8.5
HOMO-LUMO gap (alpha / beta), eV: 5.4 / 4.2
Energy, eV: -24235.729
2S+1: 3
F_max, eV/A: 6.6
LUMO energy (alpha / beta), eV: -0.262 / -4.373